1.
Molecular formula: N2
Method: DFT, the ωB97M-V functional and the def2-TZVPD basis

```
2
Properties=species:S:1:pos:R:3
N 0.000 0.000 -0.758
N 0.000 0.000 0.758
```

Values from the calculation:
- M (u) = 28.014
- SMILES string = N#N
- gap between HOMO and LUMO (eV) = 11.1

Table of Löwdin atomic charges, one value per atom, all in e: atom 1 (N): 0.000, atom 2 (N): 0.000

2.
Molecular formula: N2
Method: DFT, the ωB97M-V functional and the def2-TZVPD basis

```
2
Properties=species:S:1:pos:R:3
N 0.285 -0.458 0.131
N -0.285 0.458 -0.131
```

Values from the calculation:
- M (u) = 28.014
- SMILES string = N#N
- gap between HOMO and LUMO (eV) = 16.6

Table of Löwdin atomic charges, one value per atom, all in e: atom 1 (N): 0.000, atom 2 (N): 0.000

Which structure is the most stable? The one labeled 2.

1.
Molecular formula: C6H12IN2
Method: DFT, the ωB97M-V functional and the def2-TZVPD basis

```
21
Properties=species:S:1:pos:R:3
I 3.059 -0.175 -0.039
N -0.231 -0.161 -1.159
N -0.059 1.745 0.046
C -0.029 -1.993 0.561
C -0.116 0.653 1.000
C 0.064 -2.872 -0.712
C 0.013 -0.588 0.150
C -0.152 1.204 -1.162
C -0.184 3.055 0.548
H -0.768 -2.509 -1.227
H -1.103 -2.121 0.811
H -1.005 0.934 1.542
H -0.183 -3.995 -0.447
H -0.436 1.840 -1.980
H -0.292 -0.708 -1.970
H 0.652 0.598 1.851
H -1.065 3.482 0.034
H 0.600 -2.383 1.382
H 0.763 3.628 0.471
H 0.955 -2.703 -1.311
H -0.484 3.070 1.609
```

Values from the calculation:
- M (u) = 239.080
- total charge = +1
- gap between HOMO and LUMO (alpha / beta) (eV) = 7.2 / 5.9

Here are the Löwdin charges for atoms 1 to 4, given in e: atom 1 (I): 0.166, atom 2 (N): 0.141, atom 3 (N): -0.114, atom 4 (C): -0.211

2.
Molecular formula: C6H12IN2
Method: DFT, the ωB97M-V functional and the def2-TZVPD basis

```
21
Properties=species:S:1:pos:R:3
I 3.615 0.187 -0.029
N 0.537 -0.686 0.092
N -0.957 1.056 -0.305
C -1.232 0.009 -1.123
C 0.828 -1.593 1.207
C 1.792 -0.621 -0.861
C -0.473 -1.100 -0.807
C -1.976 1.950 0.196
C 0.182 0.757 0.463
H -0.058 -1.730 1.839
H -2.672 2.329 -0.708
H -2.550 1.407 0.845
H -1.653 2.785 0.728
H -0.358 -2.133 -1.281
H -0.039 0.799 1.513
H 1.181 -2.601 0.797
H 1.411 0.227 -1.447
H 1.948 -1.522 -1.551
H 1.016 1.400 0.207
H 1.656 -1.072 1.852
H -2.198 0.154 -1.629
```

Values from the calculation:
- M (u) = 239.080
- SMILES string = CN1C=C[N@@+](C)(CI)C1
- total charge = +1
- gap between HOMO and LUMO (eV) = 9.0

Here are the Löwdin charges for atoms 1 to 4, given in e: atom 1 (I): 0.902, atom 2 (N): -0.341, atom 3 (N): -0.171, atom 4 (C): -0.013

Which structure is the most stable? The one labeled 1.

1.
Molecular formula: C2H9NO2
Method: DFT, the ωB97M-V functional and the def2-TZVPD basis

```
14
Properties=species:S:1:pos:R:3
O 2.910 -0.143 -0.636
O -0.954 -0.606 1.193
N -2.545 1.027 0.274
C -1.357 0.759 1.061
C 1.881 -1.013 -1.233
H 3.256 0.414 -1.338
H -2.414 0.571 -0.633
H -3.252 0.384 0.644
H 2.163 -2.040 -1.035
H -0.219 -0.494 1.806
H 1.055 -0.714 -0.601
H -0.574 1.449 0.725
H 1.640 -0.792 -2.271
H -1.589 1.199 2.044
```

Values from the calculation:
- M (u) = 79.099
- SMILES string = NCO.CO
- gap between HOMO and LUMO (eV) = 11.1

Here are the Löwdin charges for atoms 1 to 4, given in e: atom 1 (O): -0.150, atom 2 (O): -0.068, atom 3 (N): 0.011, atom 4 (C): -0.381

2.
Molecular formula: C2H9NO2
Method: DFT, the ωB97M-V functional and the def2-TZVPD basis

```
14
Properties=species:S:1:pos:R:3
O -2.011 -1.129 0.998
O -2.073 0.546 -1.297
N 0.423 0.359 0.668
C 2.346 -0.148 -0.728
C 1.810 0.426 0.359
H 1.816 -0.993 -1.150
H -2.628 1.324 -1.227
H -2.336 -0.044 -0.584
H 0.138 1.086 1.307
H -0.018 0.534 -0.231
H -2.136 -2.057 0.719
H 3.343 0.114 -1.043
H -1.070 -1.137 1.253
H 2.395 1.118 0.956
```

Values from the calculation:
- M (u) = 79.099
- SMILES string = C=CN.O.O
- gap between HOMO and LUMO (eV) = 9.5

Here are the Löwdin charges for atoms 1 to 4, given in e: atom 1 (O): -0.086, atom 2 (O): -0.067, atom 3 (N): 0.011, atom 4 (C): -0.021

3.
Molecular formula: C2H9NO2
Method: DFT, the ωB97M-V functional and the def2-TZVPD basis

```
14
Properties=species:S:1:pos:R:3
O 1.645 1.284 0.818
O 0.627 -4.988 4.682
N -1.183 1.681 -2.560
C -1.168 1.496 -1.081
C -0.301 0.990 -3.129
H -1.764 0.629 -0.783
H -0.185 1.541 -0.634
H 0.343 -4.174 4.278
H 0.104 -5.716 4.330
H 0.386 0.244 -2.695
H -0.070 0.973 -4.198
H 0.980 1.967 0.718
H -1.833 2.265 -0.678
H 2.419 1.807 0.930
```

Values from the calculation:
- M (u) = 79.099
- SMILES string = C=NC.O.O
- gap between HOMO and LUMO (eV) = 10.7

Here are the Löwdin charges for atoms 1 to 4, given in e: atom 1 (O): -0.043, atom 2 (O): -0.056, atom 3 (N): -0.063, atom 4 (C): -0.134

Which structure is the most stable? The one labeled 2.

1.
Molecular formula: C3H4S3
Method: DFT, the ωB97M-V functional and the def2-TZVPD basis

```
10
Properties=species:S:1:pos:R:3
S 0.829 0.883 1.119
S 2.091 -1.537 2.182
S 0.171 -1.788 -0.202
C 1.278 -0.763 1.042
C -0.139 0.996 -0.234
C -0.847 -0.347 -0.689
H -0.997 -0.211 -1.700
H -0.910 1.905 -0.228
H 0.408 1.404 -1.192
H -1.885 -0.544 -0.098
```

Values from the calculation:
- M (u) = 136.266
- SMILES string = S=C1SCCS1
- gap between HOMO and LUMO (eV) = 8.5

Here are the Löwdin charges for atoms 1 to 4, given in e: atom 1 (S): 0.869, atom 2 (S): 0.597, atom 3 (S): 0.768, atom 4 (C): -1.412

2.
Molecular formula: C3H4S3
Method: DFT, the ωB97M-V functional and the def2-TZVPD basis

```
10
Properties=species:S:1:pos:R:3
S 2.176 0.646 -1.706
S 0.644 -1.318 1.309
S -2.802 -0.405 -0.354
C 0.030 -0.584 -0.283
C -1.172 0.180 -0.082
C 0.960 0.659 -0.562
H -1.027 1.240 0.387
H 0.239 -0.313 2.100
H -0.053 -1.316 -1.148
H 1.006 1.211 0.339
```

Values from the calculation:
- M (u) = 136.266
- SMILES string = S=CC(S)C=S
- gap between HOMO and LUMO (eV) = 7.3

Here are the Löwdin charges for atoms 1 to 4, given in e: atom 1 (S): 0.669, atom 2 (S): 0.778, atom 3 (S): 0.591, atom 4 (C): -0.791

Which structure is the most stable? The one labeled 1.

1.
Molecular formula: C14H16O2
Method: DFT, the ωB97M-V functional and the def2-TZVPD basis

```
32
Properties=species:S:1:pos:R:3
O 2.049 -1.287 -3.501
O -3.989 -2.850 -0.637
C 2.817 0.969 -0.080
C -2.162 0.308 1.227
C -1.545 1.574 1.851
C 1.271 -0.318 -1.427
C 2.239 -0.483 -2.399
C 1.580 0.376 -0.261
C 3.453 0.174 -2.247
C -1.465 -0.900 1.174
C -4.135 -0.687 0.258
C -3.500 0.376 0.879
C 3.800 0.783 -1.054
C -2.139 -1.976 0.613
C 3.181 1.642 1.234
C -3.416 -1.853 0.101
H -0.469 1.576 1.717
H -5.074 -0.622 -0.277
H -3.992 1.324 1.069
H -3.516 -3.678 -0.525
H 4.004 2.339 1.084
H -1.888 1.525 2.887
H 4.728 1.321 -0.921
H -1.923 2.490 1.398
H 2.329 2.271 1.487
H 0.325 -0.834 -1.517
H 1.145 -1.174 -3.814
H 3.437 0.922 2.004
H -0.417 -0.983 1.429
H 4.132 0.216 -3.092
H -1.732 -2.969 0.787
H 0.872 0.428 0.556
```

Values from the calculation:
- M (u) = 216.280
- SMILES string = Cc1ccc(O)cc1.Cc1ccc(O)cc1
- gap between HOMO and LUMO (eV) = 9.2

Here are the Löwdin charges for atoms 1 to 4, given in e: atom 1 (O): 0.038, atom 2 (O): 0.046, atom 3 (C): -0.283, atom 4 (C): -0.277

2.
Molecular formula: C14H16O2
Method: DFT, the ωB97M-V functional and the def2-TZVPD basis

```
32
Properties=species:S:1:pos:R:3
O -1.421 1.973 -2.528
O -0.726 -3.662 2.684
C 0.085 0.179 -2.849
C 1.311 -0.489 -2.625
C 3.764 -0.385 -1.712
C -2.691 -0.678 1.790
C -0.036 -1.497 2.748
C 2.299 0.204 -2.024
C -0.221 1.457 -2.440
C -1.772 1.620 1.453
C 2.135 1.621 -1.689
C -0.437 -0.179 2.549
C -1.659 0.224 2.008
C -1.092 -2.353 2.550
C 0.885 2.213 -1.781
C -2.401 -1.958 2.157
H 4.311 0.382 -2.198
H -0.839 -0.411 -3.128
H -2.522 2.140 1.962
H -3.205 -2.790 2.119
H 2.994 2.121 -1.224
H -1.479 2.862 -2.019
H -0.842 2.174 1.402
H 0.817 3.276 -1.582
H -3.694 -0.523 1.468
H 0.861 -2.072 3.013
H 0.244 0.566 2.805
H 3.669 -1.378 -1.993
H -2.201 1.482 0.362
H -1.332 -4.347 2.178
H 1.562 -1.512 -2.773
H 3.636 -0.258 -0.681
```

Values from the calculation:
- M (u) = 216.280
- SMILES string = Cc1ccc(O)cc1.Cc1ccc(O)cc1
- gap between HOMO and LUMO (eV) = 8.8

Here are the Löwdin charges for atoms 1 to 4, given in e: atom 1 (O): 0.035, atom 2 (O): -0.017, atom 3 (C): -0.032, atom 4 (C): -0.067

Which structure is the most stable? The one labeled 1.

1.
Molecular formula: C6H19NO3
Method: DFT, the ωB97M-V functional and the def2-TZVPD basis

```
29
Properties=species:S:1:pos:R:3
O -3.570 2.272 1.081
O -2.633 -1.556 -2.124
O -1.254 2.268 -0.448
N 0.999 0.271 0.694
C 1.904 -0.237 -0.348
C 0.787 -2.128 0.683
C 2.048 -1.737 -0.150
C 1.398 0.172 -1.767
C 0.138 -0.839 1.162
C 1.642 0.963 1.791
H 0.074 -0.842 2.241
H 0.868 1.422 2.411
H -0.856 -0.672 0.750
H 2.219 -2.482 -0.920
H 2.797 0.371 -0.208
H -2.993 2.505 0.352
H -2.732 -2.499 -1.952
H 1.143 -0.632 -2.458
H -4.051 1.468 0.892
H -0.979 2.041 -1.343
H -0.644 1.707 0.062
H 2.304 0.389 2.427
H 0.158 -2.759 0.047
H 2.132 0.810 -2.255
H 0.930 -2.851 1.488
H 2.065 1.908 1.438
H -1.675 -1.457 -2.122
H 2.891 -1.969 0.517
H 0.542 0.769 -1.577
```

Values from the calculation:
- M (u) = 153.222
- SMILES string = C[C@@H]1CCCN1C.O.O.O
- gap between HOMO and LUMO (eV) = 9.5

Here are the Löwdin charges for atoms 1 to 4, given in e: atom 1 (O): -0.071, atom 2 (O): -0.056, atom 3 (O): -0.058, atom 4 (N): -0.213

2.
Molecular formula: C6H19NO3
Method: DFT, the ωB97M-V functional and the def2-TZVPD basis

```
29
Properties=species:S:1:pos:R:3
O 3.096 0.387 0.671
O 1.137 2.406 0.466
O 2.043 -2.025 -0.329
N -2.049 -1.369 0.673
C -1.653 -0.830 -0.549
C -1.880 -0.620 1.909
C -1.390 0.452 -0.820
C 0.411 0.794 -2.574
C -0.434 -0.549 2.393
C -1.081 0.894 -2.241
H 3.840 0.678 0.146
H 1.121 -1.977 -0.030
H -1.417 1.924 -2.370
H -1.426 1.218 -0.059
H 1.015 1.473 -1.973
H -1.909 -2.365 0.756
H -1.662 -1.567 -1.344
H 0.819 2.796 1.282
H -0.392 0.004 3.334
H 0.784 -0.215 -2.389
H 0.605 1.026 -3.624
H -2.275 0.384 1.753
H 0.361 2.011 0.014
H -0.041 -1.552 2.568
H 0.232 -0.055 1.689
H 2.406 1.091 0.609
H 2.452 -1.201 0.030
H -2.499 -1.111 2.658
H -1.646 0.246 -2.913
```

Values from the calculation:
- M (u) = 153.222
- SMILES string = CC/C=C/NCC.O.O.O
- gap between HOMO and LUMO (eV) = 8.6

Here are the Löwdin charges for atoms 1 to 4, given in e: atom 1 (O): -0.069, atom 2 (O): -0.051, atom 3 (O): -0.095, atom 4 (N): -0.044

3.
Molecular formula: C6H19NO3
Method: DFT, the ωB97M-V functional and the def2-TZVPD basis

```
29
Properties=species:S:1:pos:R:3
O 1.500 -1.981 1.805
O -1.238 3.526 -0.886
O 3.802 -2.064 -0.830
N 1.894 0.674 -0.376
C -2.252 1.015 1.452
C -0.080 -0.989 -0.898
C -1.163 -1.799 1.153
C 0.675 0.424 -1.170
C -0.996 -0.873 0.163
C -2.011 0.284 0.113
H -3.062 -0.172 -0.334
H -2.626 0.238 2.184
H -0.617 -1.219 -1.803
H 4.301 -1.291 -1.117
H -3.033 1.789 1.189
H 1.476 -1.123 2.319
H 0.984 0.443 -2.316
H -0.482 -2.655 1.144
H 1.388 -1.649 0.916
H 0.008 1.422 -1.282
H 2.188 -0.172 0.125
H 1.923 1.584 0.045
H 0.628 -1.758 -0.625
H -1.613 1.017 -0.700
H -0.286 3.387 -0.839
H -1.956 -1.868 1.836
H -1.407 1.714 1.667
H -1.217 4.412 -1.475
H 3.267 -2.315 -1.459
```

Values from the calculation:
- M (u) = 153.222
- SMILES string = C=C(CC)CCN.O.O.O
- gap between HOMO and LUMO (eV) = 9.0

Here are the Löwdin charges for atoms 1 to 4, given in e: atom 1 (O): -0.084, atom 2 (O): -0.114, atom 3 (O): 0.019, atom 4 (N): -0.004

Which structure is the most stable? The one labeled 2.